No. 1
Below is 4 unconnected molecules or ions with the total composition C4H14NOS2 at a distorted geometry, with properties calculated with ωB97M-V/def2-TZVPD.

Geometry as XYZ:
```
22
Properties=species:S:1:pos:R:3
N 1.689 0.723 1.699
C 1.669 1.499 0.471
C 0.217 1.660 0.081
C 2.321 0.774 -0.785
S 1.729 -0.877 -1.045
S -2.312 -0.023 -0.257
C -3.854 -0.802 -0.769
H 1.414 -0.235 1.499
H -0.187 0.481 -1.540
H 2.586 0.756 2.166
H 2.209 2.432 0.651
H -0.380 1.243 0.892
H -0.104 2.641 -0.251
H -0.004 0.857 -0.754
H 3.409 0.702 -0.639
H 2.205 1.405 -1.679
H -3.818 -1.053 -1.836
H -4.032 -1.722 -0.207
H -4.676 -0.115 -0.563
H -1.181 -1.104 1.035
H -0.124 -2.208 0.863
O -0.457 -1.569 1.511
```

The calculation puts the HOMO energy at -13.0 eV. The charge is +1. The HOMO-LUMO gap comes out at 4.20 eV. Its LUMO energy is -8.8 eV. For the energy relative to the best compared isomer or geometry (same formula, charge and spin), the calculation gives 910.7 kJ/mol.

No. 2
Below is 2 unconnected molecules or ions with the total composition C4H14NS, with properties calculated with ωB97M-V/def2-TZVPD.

Geometry as XYZ:
```
20
Properties=species:S:1:pos:R:3
C -0.085 0.661 -1.783
C 1.371 0.210 -1.850
S 2.131 0.917 -3.361
N -0.881 -0.315 -0.947
H -0.499 0.625 -2.788
H -0.250 1.641 -1.346
H 1.383 -0.879 -1.940
H 1.952 0.470 -0.975
H 3.205 1.460 -2.738
H -1.876 -0.115 -0.866
H -0.485 -0.382 0.001
H -0.773 -1.264 -1.301
C -0.946 0.320 2.624
C -0.371 -1.074 2.368
H -1.167 0.829 1.679
H -0.232 0.946 3.155
H -1.867 0.276 3.201
H 0.605 -1.032 1.870
H -0.197 -1.628 3.285
H -1.018 -1.665 1.713
```

The calculation puts the HOMO energy at -13.1 eV. The charge is +1. The HOMO-LUMO gap comes out at 9.45 eV. Its LUMO energy is -3.6 eV. For the energy relative to the best compared isomer or geometry (same formula, charge and spin), the calculation gives 64.3 kJ/mol.

No. 3
Below is 2 unconnected molecules or ions with the total composition C4H14NS at a distorted geometry, with properties calculated with ωB97M-V/def2-TZVPD.

Geometry as XYZ:
```
20
Properties=species:S:1:pos:R:3
C -0.807 -1.132 2.123
C -2.138 -0.478 1.765
S 0.638 0.039 2.145
H -0.774 -1.543 3.144
H -0.397 -1.964 1.536
H -2.584 -1.224 1.106
H 0.016 1.142 1.670
H -2.017 0.402 1.176
H -2.759 -0.282 2.630
C 0.041 0.272 -2.408
C 0.276 1.039 -3.731
N 1.279 0.079 -1.573
H -0.710 0.861 -1.887
H -0.425 -0.660 -2.710
H 0.381 0.334 -4.553
H 1.226 1.576 -3.829
H 1.356 0.775 -0.851
H 1.296 -0.879 -1.223
H 2.087 0.215 -2.179
H -0.535 1.741 -3.876
```

The calculation puts the HOMO energy (spin up / spin down) at -19.8 / -19.8 eV. The charge is +2. The HOMO-LUMO gap (spin up / spin down) comes out at 12.24 / 7.18 eV. Its LUMO energy (spin up / spin down) is -7.6 / -12.6 eV. As for the spin multiplicity: 2.